Here is C37H36GeIInO5Se2 as an isolated structure from the Open Molecules 2025 dataset. Energies are from ωB97M-V with the def2-TZVPD basis set.

Output
- HOMO: 0.176 eV
- Lowest unoccupied orbital energy: 3.90 eV
- Frontier orbital gap: 3.7 eV
- Energy above the lowest of the compared OMol25 structures with the same formula, charge and spin: 281.6 kJ/mol

```
! RIJCOSX wB97M-V def2-TZVPD def2/J DEFGRID3
* xyz -2 1
In 0.221 -2.093 -0.804
O -0.976 4.174 -1.853
C -0.562 2.903 -1.685
O -1.079 2.150 -0.915
C 0.615 2.515 -2.536
O 0.797 1.132 -2.635
C -0.091 0.416 -3.450
C -2.138 -0.068 -1.565
O -3.136 0.807 -1.891
O -2.172 -0.870 -0.689
H -1.700 4.295 -1.218
H 1.527 2.873 -2.052
H 0.538 2.975 -3.531
H 0.456 -0.484 -3.724
H -0.266 1.010 -4.362
C 4.717 0.070 -3.866
Se 3.814 -0.511 -2.180
C 5.460 -1.455 -1.548
C 5.230 -2.085 -0.194
Se 3.169 -1.670 0.488
C 3.793 -0.184 1.572
H 5.056 -0.807 -4.420
H 5.564 0.725 -3.658
H 3.975 0.607 -4.458
H 6.237 -0.688 -1.543
H 5.688 -2.173 -2.339
H 5.981 -1.764 0.533
H 5.234 -3.174 -0.248
H 4.816 -0.384 1.883
H 3.136 -0.103 2.428
H 3.753 0.736 0.986
I 1.350 -4.708 -0.733
C -0.950 -2.484 -2.779
C -1.206 -3.791 -3.181
C -2.178 -4.094 -4.134
C -2.946 -3.091 -4.690
C -2.735 -1.764 -4.313
C -3.595 -0.693 -4.812
C -3.573 0.551 -4.332
C -2.617 0.947 -3.264
C -1.486 -0.043 -2.960
C -1.716 -1.482 -3.395
H -0.641 -4.599 -2.727
H -2.357 -5.128 -4.410
H -3.735 -3.323 -5.399
H -4.299 -0.944 -5.600
H -4.244 1.310 -4.717
H -2.279 1.977 -3.395
C 0.997 -1.366 1.087
Ge -0.048 -0.083 2.109
C -0.857 -1.174 3.609
C -1.229 -0.635 4.843
C -1.890 -1.396 5.802
C -2.236 -2.712 5.523
C -1.904 -3.257 4.289
C -1.207 -2.499 3.355
C 1.127 1.251 3.055
C 1.609 1.082 4.354
C 2.437 2.026 4.953
C 2.808 3.170 4.261
C 2.357 3.352 2.959
C 1.541 2.397 2.369
C -1.731 1.044 1.892
C -1.758 2.441 1.885
C -2.928 3.151 1.634
C -4.116 2.472 1.394
C -4.122 1.085 1.446
C -2.947 0.387 1.698
H -1.013 0.408 5.057
H -2.140 -0.961 6.765
H -2.759 -3.307 6.265
H -2.186 -4.279 4.055
H -0.905 -2.938 2.408
H 1.341 0.185 4.901
H 2.786 1.868 5.968
H 3.446 3.912 4.729
H 2.648 4.236 2.402
H 1.233 2.527 1.335
H -0.850 2.992 2.103
H -2.912 4.237 1.631
H -5.024 3.020 1.170
H -5.044 0.541 1.274
H -2.972 -0.695 1.734
*
```



Here is C37H37Br2N5O6PdS3 as an isolated structure from the Open Molecules 2025 dataset. Energies are from ωB97M-V with the def2-TZVPD basis set.

Output
- HOMO: -13.917 eV
- Lowest unoccupied orbital energy: -5.18 eV
- Frontier orbital gap: 8.7 eV
- Energy above the lowest of the compared OMol25 structures with the same formula, charge and spin: 0.0 kJ/mol

```
! RIJCOSX wB97M-V def2-TZVPD def2/J DEFGRID3
* xyz 2 1
Pd 0.609 -0.734 -0.114
Br 5.246 -3.507 -4.287
C 4.015 -2.766 -3.092
C 3.896 -1.391 -2.971
C 2.942 -0.905 -2.099
N 2.144 -1.692 -1.376
C 2.279 -3.022 -1.469
C 3.202 -3.594 -2.330
C 1.380 -3.852 -0.612
C 1.561 -5.216 -0.430
C 0.653 -5.888 0.374
Br 0.840 -7.728 0.658
C -0.390 -5.191 0.968
C -0.471 -3.830 0.736
N 0.395 -3.174 -0.033
H 4.517 -0.717 -3.542
H 2.805 0.162 -1.977
H 3.292 -4.665 -2.424
H 2.381 -5.754 -0.881
H -1.113 -5.694 1.594
H -1.264 -3.242 1.185
C 3.551 -0.500 3.305
S 2.078 0.128 2.518
O 1.879 -0.963 1.420
C 0.877 -0.257 3.758
C 0.440 -1.565 3.929
C -0.555 -1.811 4.860
C -1.096 -0.762 5.598
C -0.648 0.537 5.415
C 0.349 0.800 4.485
H 3.391 -1.551 3.539
H 3.732 0.079 4.209
H 4.374 -0.379 2.603
H 0.859 -2.366 3.332
H -0.912 -2.821 5.015
H -1.880 -0.963 6.316
H -1.087 1.351 5.976
H 0.681 1.812 4.296
O -0.609 -0.499 -1.671
S -0.706 -1.624 -2.733
C 0.050 -0.978 -4.186
C 1.050 -1.748 -4.762
C 1.687 -1.276 -5.903
C 1.324 -0.049 -6.434
C 0.320 0.717 -5.842
C -0.329 0.253 -4.714
C -2.430 -1.585 -3.168
C -2.835 -2.328 -4.271
C -4.180 -2.353 -4.596
C -5.097 -1.651 -3.822
C -4.674 -0.922 -2.722
C -3.328 -0.884 -2.382
H 1.322 -2.704 -4.329
H 2.460 -1.867 -6.375
H 1.818 0.317 -7.324
H 0.040 1.667 -6.275
H -1.126 0.824 -4.255
H -2.116 -2.870 -4.873
H -4.514 -2.922 -5.453
H -6.147 -1.676 -4.082
H -5.394 -0.378 -2.125
H -2.980 -0.321 -1.528
C 1.600 6.463 3.007
C 0.549 5.733 3.833
S -0.122 4.306 3.034
O 0.966 3.435 2.632
O -1.170 3.755 3.857
C -0.878 4.910 1.526
C -1.995 3.976 1.055
N -1.655 2.545 1.126
C -0.664 1.937 0.439
N -0.547 0.674 0.824
C -1.483 0.442 1.795
C -2.156 1.595 2.000
N -3.241 1.780 2.933
O -3.346 0.925 3.783
O -3.972 2.737 2.785
C 0.190 2.601 -0.575
H 2.009 7.282 3.595
H 1.178 6.897 2.101
H 2.418 5.796 2.738
H -0.304 6.356 4.103
H 0.976 5.321 4.750
H -0.080 5.034 0.797
H -1.319 5.886 1.736
H -2.264 4.215 0.027
H -2.877 4.110 1.669
H -1.606 -0.502 2.294
H -0.345 3.403 -1.083
H 0.498 1.869 -1.319
H 1.078 3.014 -0.092
*
```



Here is C37H37Br3ClF6IN6O5P2S3Tl as an isolated structure from the Open Molecules 2025 dataset. Energies are from ωB97M-V with the def2-TZVPD basis set.

Output
- HOMO: -5.122 eV
- Lowest unoccupied orbital energy: 1.99 eV
- Frontier orbital gap: 7.1 eV
- Energy above the lowest of the compared OMol25 structures with the same formula, charge and spin: 0.0 kJ/mol

```
! RIJCOSX wB97M-V def2-TZVPD def2/J DEFGRID3
* xyz -1 1
Tl -0.116 -0.095 -0.020
F -5.590 1.161 -4.859
C -5.060 1.634 -3.724
F -4.434 2.781 -3.985
F -6.052 1.877 -2.857
S -3.903 0.406 -2.984
O -3.534 0.983 -1.718
O -4.656 -0.813 -3.008
N -2.720 0.324 -4.020
S -1.379 1.158 -3.858
O -1.534 2.585 -3.883
O -0.446 0.598 -2.913
C -0.658 0.714 -5.490
F -1.428 1.133 -6.493
F 0.536 1.320 -5.593
F -0.474 -0.604 -5.606
C -3.073 4.048 -0.926
P -1.505 3.265 -0.387
C -1.816 3.097 1.412
C -0.411 4.759 -0.353
C 1.035 4.460 0.078
P 1.752 2.971 -0.752
C 1.680 3.542 -2.495
C 3.536 3.271 -0.394
H -3.271 4.988 -0.400
H -3.892 3.350 -0.741
H -3.036 4.230 -2.002
H -2.112 4.044 1.875
H -0.934 2.712 1.930
H -2.607 2.363 1.580
H -0.854 5.516 0.302
H -0.416 5.174 -1.365
H 1.087 4.281 1.156
H 1.680 5.320 -0.135
H 2.053 4.565 -2.602
H 0.656 3.478 -2.867
H 2.289 2.878 -3.116
H 3.855 4.274 -0.699
H 4.153 2.534 -0.915
H 3.715 3.153 0.675
Br 2.046 -4.941 2.466
C 0.536 -4.819 1.317
C -0.152 -6.004 1.016
C -1.195 -6.008 0.137
Br -2.128 -7.635 -0.181
C -1.551 -4.822 -0.555
C -2.538 -4.745 -1.566
C -2.742 -3.572 -2.234
C -1.958 -2.457 -1.891
N -1.073 -2.482 -0.924
C -0.857 -3.632 -0.240
C 0.168 -3.561 0.808
O 0.634 -2.439 1.178
H 0.153 -6.923 1.500
H -3.110 -5.630 -1.812
H -3.483 -3.479 -3.017
H -2.058 -1.529 -2.438
C 1.112 -0.086 6.313
N 0.404 -0.890 5.340
C 0.740 -2.199 5.028
C -0.151 -2.637 4.135
N -1.030 -1.590 3.879
C -0.698 -0.488 4.642
S -1.507 0.967 4.838
C -2.052 -1.722 2.898
C -2.717 -2.939 2.794
C -3.639 -3.089 1.773
C -3.887 -2.025 0.920
C -3.179 -0.853 1.126
N -2.263 -0.704 2.087
H 1.030 -0.536 7.304
H 0.658 0.900 6.325
H 2.160 -0.003 6.027
H 1.612 -2.679 5.437
H -0.192 -3.560 3.584
H -2.514 -3.747 3.484
H -4.153 -4.035 1.646
H -4.588 -2.098 0.097
H -3.321 -0.004 0.457
Br 1.897 2.025 3.462
C 3.741 1.725 3.127
C 4.632 2.737 3.463
C 5.986 2.572 3.226
C 6.447 1.394 2.654
C 5.553 0.388 2.323
C 4.186 0.536 2.553
I 2.881 -0.989 1.994
H 4.253 3.650 3.904
H 6.676 3.365 3.486
H 7.505 1.256 2.462
H 5.912 -0.529 1.873
Cl 1.755 -4.284 -4.140
C 2.084 -2.682 -3.557
C 2.562 -1.705 -4.409
C 2.807 -0.450 -3.878
C 2.536 -0.230 -2.538
N 2.055 -1.169 -1.726
C 1.847 -2.384 -2.225
H 2.730 -1.924 -5.455
H 3.173 0.355 -4.500
H 2.678 0.748 -2.096
H 1.470 -3.142 -1.550
*
```



Here is a 11-piece molecular cluster, C37H37Cl2F10O36P overall from the Open Molecules 2025 dataset. Energies are from ωB97M-V with the def2-TZVPD basis set.

Output
- HOMO: -10.610 eV
- Lowest unoccupied orbital energy: -1.56 eV
- Frontier orbital gap: 9.0 eV
- Structure (SMILES): C[C@@H](Cl)[C@H](Cl)C1=C(P(=O)(O)O)C(=O)OC1=O.O=C1OC[C@@H](F)O1.O=C1OC[C@@H](F)O1.O=C1OC[C@@H](F)O1.O=C1OC[C@@H](F)O1.O=C1OC[C@@H](F)O1.O=C1OC[C@@H](F)O1.O=C1OC[C@@H](F)O1.O=C1OC[C@@H](F)O1.O=C1OC[C@@H](F)O1.O=C1OC[C@@H](F)O1

```
! RIJCOSX wB97M-V def2-TZVPD def2/J DEFGRID3
* xyz 0 1
C 3.961 1.084 2.262
C 2.678 1.248 1.468
Cl 2.254 -0.278 0.644
C 1.550 1.856 2.308
Cl 1.326 1.148 3.909
C 0.294 1.978 1.515
C -0.641 1.149 1.038
P -1.038 -0.550 1.478
O -0.131 -1.239 2.396
O -1.369 -1.375 0.169
O -2.440 -0.283 2.195
C -1.312 1.921 -0.062
O -1.651 1.516 -1.120
O -1.190 3.269 0.233
C -0.250 3.359 1.231
O -0.132 4.322 1.919
H 3.841 0.317 3.025
H 4.232 2.037 2.712
H 4.756 0.776 1.589
H 2.922 1.943 0.664
H 1.894 2.883 2.452
H -1.039 -2.280 0.271
H -2.657 0.656 2.264
C 5.321 3.233 -2.670
C 6.228 4.369 -2.246
O 5.768 4.652 -0.933
C 5.236 3.509 -0.431
O 4.981 3.321 0.715
O 5.039 2.606 -1.411
F 6.071 5.470 -3.018
H 4.394 3.609 -3.102
H 5.780 2.531 -3.357
H 7.288 4.116 -2.205
C -4.235 -2.803 2.236
C -5.400 -3.768 2.242
O -4.934 -4.810 1.405
C -3.573 -4.825 1.475
O -2.883 -5.706 1.088
O -3.123 -3.689 2.059
F -6.521 -3.230 1.704
H -4.279 -2.107 1.398
H -4.135 -2.242 3.160
H -5.647 -4.179 3.223
C -3.601 0.113 -3.160
C -3.592 -0.980 -2.114
O -4.119 -2.090 -2.829
C -3.821 -1.913 -4.141
O -3.913 -2.749 -4.979
O -3.418 -0.646 -4.369
F -4.409 -0.703 -1.064
H -4.564 0.619 -3.193
H -2.813 0.846 -3.036
H -2.607 -1.234 -1.732
C 3.938 -4.672 3.053
C 3.003 -3.521 3.368
O 3.826 -2.393 3.123
C 4.744 -2.748 2.192
O 5.413 -1.985 1.576
O 4.788 -4.093 2.052
F 2.622 -3.521 4.665
H 4.532 -4.940 3.928
H 3.435 -5.552 2.666
H 2.115 -3.458 2.737
C -5.457 -0.711 -7.003
C -6.345 -0.802 -8.224
O -7.633 -0.585 -7.678
C -7.489 0.172 -6.553
O -8.374 0.726 -5.994
O -6.191 0.203 -6.175
F -6.307 -2.025 -8.804
H -5.373 -1.671 -6.495
H -4.463 -0.325 -7.209
H -6.150 -0.048 -8.989
C 7.926 -4.407 -0.412
C 8.382 -3.177 0.341
O 8.896 -2.363 -0.699
C 8.242 -2.692 -1.848
O 8.254 -2.049 -2.841
O 7.575 -3.860 -1.686
F 9.376 -3.454 1.223
H 8.746 -5.117 -0.533
H 7.073 -4.902 0.042
H 7.586 -2.640 0.857
C 3.603 4.474 -7.574
C 5.099 4.283 -7.713
O 5.425 3.604 -6.514
C 4.322 2.913 -6.113
O 4.328 2.061 -5.289
O 3.232 3.338 -6.787
F 5.767 5.458 -7.759
H 3.378 5.389 -7.023
H 3.070 4.474 -8.520
H 5.404 3.671 -8.563
C -7.433 2.154 0.114
C -8.163 2.030 -1.209
O -7.273 2.676 -2.103
C -6.019 2.558 -1.592
O -5.016 2.760 -2.193
O -6.068 2.162 -0.303
F -9.348 2.682 -1.206
H -7.672 3.100 0.602
H -7.619 1.331 0.798
H -8.324 1.005 -1.548
C 1.731 -2.869 8.499
C 0.631 -3.909 8.545
O 1.180 -4.960 7.776
C 2.538 -4.881 7.869
O 3.288 -5.738 7.547
O 2.901 -3.683 8.385
F -0.513 -3.477 7.965
H 1.634 -2.241 7.612
H 1.785 -2.248 9.388
H 0.397 -4.282 9.545
C -3.735 4.260 4.765
C -2.393 3.716 4.316
O -2.780 2.539 3.615
C -4.043 2.732 3.138
O -4.538 2.050 2.302
O -4.611 3.799 3.726
F -1.603 3.376 5.356
H -4.037 3.818 5.715
H -3.766 5.343 4.835
H -1.834 4.365 3.641
*
```



Here is C37H37Cl3O2OsP2 as an isolated structure from the Open Molecules 2025 dataset. Energies are from ωB97M-V with the def2-TZVPD basis set.

Output
- HOMO (spin up / spin down): -12.366 / -13.607 eV
- Lowest unoccupied orbital energy (spin up / spin down): -6.17 / -9.55 eV
- Frontier orbital gap (spin up / spin down): 6.2 / 4.1 eV
- Energy above the lowest of the compared OMol25 structures with the same formula, charge and spin: 0.0 kJ/mol

```
! RIJCOSX wB97M-V def2-TZVPD def2/J DEFGRID3
* xyz 2 5
Os -0.608 0.532 -4.256
C -2.053 0.994 -5.596
C -1.687 -0.394 -5.638
C -0.622 -0.881 -6.539
C 0.656 0.054 -6.619
C 0.982 0.815 -5.394
C 0.372 2.097 -4.972
C -0.487 2.911 -5.845
C -1.578 2.080 -6.524
C 1.032 -0.245 -0.894
H -3.121 1.098 -5.386
H -2.371 -1.092 -5.114
H -1.150 -0.907 -7.493
H -0.364 -1.908 -6.221
H 1.474 -0.663 -6.787
H 0.563 0.739 -7.468
H 2.035 0.727 -5.079
H 1.049 2.656 -4.319
H 0.168 3.405 -6.562
H -0.944 3.710 -5.246
H -2.387 2.790 -6.730
H -1.251 1.689 -7.482
H 0.699 0.785 -0.700
H 1.622 -0.585 -0.023
H 0.131 -0.865 -1.009
P -1.904 -0.885 -2.712
P 2.056 -0.343 -2.404
C -0.159 -1.756 -3.665
C 1.168 -1.545 -3.450
C -2.437 -2.320 -1.850
C -2.782 -3.520 -2.518
C -3.600 -4.422 -1.838
C -3.969 -4.135 -0.510
C -3.541 -2.985 0.178
C -2.751 -2.066 -0.492
C -3.302 0.230 -2.928
C -3.024 1.612 -3.029
C -4.021 2.547 -2.857
C -5.341 2.087 -2.816
C -5.632 0.721 -2.885
C -4.623 -0.232 -2.925
C 3.465 -1.340 -1.910
C 3.191 -2.618 -1.388
C 4.206 -3.339 -0.769
C 5.493 -2.807 -0.701
C 5.759 -1.538 -1.225
C 4.752 -0.791 -1.830
C 2.681 1.365 -2.808
C 2.303 2.468 -2.019
C 2.778 3.750 -2.306
C 3.694 3.963 -3.339
C 4.147 2.869 -4.074
C 3.697 1.584 -3.778
H -0.489 -2.721 -4.120
H 1.815 -2.185 -4.075
H -2.442 -3.669 -3.546
H -3.940 -5.332 -2.350
H -4.609 -4.843 0.011
H -3.819 -2.796 1.218
H -2.399 -1.127 -0.055
H -1.991 1.960 -3.263
H -3.743 3.600 -2.763
H -6.136 2.823 -2.707
H -6.659 0.370 -2.868
H -4.800 -1.306 -2.871
H 2.177 -3.012 -1.434
H 3.975 -4.304 -0.326
H 6.288 -3.378 -0.229
H 6.758 -1.118 -1.157
H 4.939 0.221 -2.191
H 1.664 2.349 -1.146
H 2.446 4.587 -1.688
H 4.075 4.973 -3.533
H 4.892 3.027 -4.858
H 4.157 0.748 -4.307
Cl -2.762 3.135 2.335
C -2.508 1.759 1.283
Cl -1.750 0.393 2.186
Cl -4.061 1.215 0.593
C -1.458 2.096 0.106
O -0.655 3.006 0.350
O -1.558 1.327 -0.906
*
```



Number 1: E_tot -9175.14965 Eh. Number 2: E_tot -8627.26384 Eh. Number 3: E_tot -13265.96149 Eh. Number 4: E_tot -6401.43258 Eh. Number 5: E_tot -3735.62381 Eh.